No. 1
136
Properties=species:S:1:pos:R:3 method="wB97M-V/def2-TZVPD" total_charge=0 de_lowest_ev=6.214 homo_ev=-8.86 smiles=COC[C@H](C)N.COC[C@H](C)N.COC[C@H](C)N.COC[C@H](C)N.COC[C@H](C)N.COC[C@H](C)N.COC[C@H](C)N.COC[C@H](C)N lumo_ha=0.0177 molar_mass_g_mol=713.1
C -0.599 -3.534 4.947
C -0.476 -4.647 3.987
C 0.704 -4.694 3.023
O 0.679 -5.895 2.198
C 1.736 -6.039 1.209
N -0.389 -5.814 4.785
H -0.538 -2.657 4.302
H 0.238 -3.421 5.636
H -1.542 -3.523 5.495
H -1.339 -4.739 3.327
H 1.690 -4.492 3.442
H 0.537 -3.831 2.378
H 1.439 -5.307 0.459
H 1.602 -7.054 0.833
H 2.787 -5.974 1.490
H 0.264 -5.878 5.553
H -0.008 -6.487 4.135
C 6.519 6.158 -1.344
C 6.966 4.897 -0.648
C 6.003 4.273 0.415
O 4.816 3.885 -0.245
C 4.077 2.898 0.392
N 7.189 3.986 -1.764
H 5.531 6.097 -1.801
H 7.236 6.502 -2.090
H 6.328 6.865 -0.537
H 7.969 4.987 -0.231
H 5.766 5.057 1.135
H 6.573 3.510 0.946
H 3.833 3.276 1.385
H 4.772 2.086 0.604
H 3.115 2.562 0.006
H 6.229 3.781 -2.000
H 7.648 4.467 -2.525
C -5.784 0.608 -6.337
C -5.678 -0.897 -5.740
C -5.427 -1.013 -4.241
O -4.226 -0.323 -3.970
C -4.212 0.236 -2.673
N -6.944 -1.529 -6.039
H -5.933 0.733 -7.409
H -4.927 1.176 -5.976
H -6.561 1.119 -5.768
H -5.032 -1.556 -6.319
H -5.223 -2.070 -4.070
H -6.325 -0.658 -3.736
H -5.015 0.955 -2.513
H -3.240 0.706 -2.527
H -4.380 -0.527 -1.913
H -7.616 -0.984 -5.517
H -6.951 -2.416 -5.557
C -1.242 -5.620 -2.626
C -2.447 -6.498 -2.423
C -3.290 -6.527 -3.843
O -3.602 -5.219 -4.058
C -4.157 -4.822 -5.278
N -1.812 -7.777 -2.116
H -0.684 -5.556 -1.691
H -1.448 -4.655 -3.089
H -0.525 -6.032 -3.336
H -3.141 -6.193 -1.640
H -4.158 -7.186 -3.878
H -2.615 -7.110 -4.469
H -3.452 -4.835 -6.110
H -4.609 -3.844 -5.109
H -5.038 -5.441 -5.448
H -1.276 -8.153 -2.885
H -2.543 -8.433 -1.880
C 5.732 3.773 5.179
C 4.464 3.255 5.820
C 4.324 1.751 5.803
O 4.094 1.175 4.455
C 2.938 1.490 3.745
N 4.351 3.899 7.154
H 5.704 4.858 5.074
H 5.898 3.338 4.194
H 6.682 3.533 5.657
H 3.648 3.601 5.186
H 3.542 1.514 6.523
H 5.226 1.358 6.273
H 2.020 1.207 4.261
H 2.900 0.916 2.819
H 2.815 2.534 3.454
H 5.153 3.824 7.763
H 4.437 4.897 7.028
C -0.429 3.790 8.532
C 0.618 2.751 7.945
C 0.828 2.979 6.399
O -0.462 2.826 5.822
C -0.455 3.237 4.440
N 1.858 2.968 8.713
H -0.638 3.669 9.595
H -1.355 3.603 7.990
H -0.116 4.730 8.077
H 0.098 1.802 8.079
H 1.570 2.315 5.957
H 1.178 4.010 6.340
H -0.271 4.300 4.288
H -1.364 2.997 3.888
H 0.369 2.758 3.911
H 2.631 2.784 8.089
H 2.024 3.926 8.985
C 0.354 0.726 1.596
C -0.961 -0.092 1.405
C -0.945 -1.068 0.222
O -0.795 -0.514 -1.040
C -0.723 -1.555 -2.035
N -1.373 -0.806 2.638
H 0.588 1.442 0.808
H 1.232 0.081 1.565
H 0.285 1.250 2.550
H -1.712 0.682 1.245
H -1.837 -1.689 0.299
H -0.066 -1.692 0.387
H -0.250 -2.460 -1.654
H 0.046 -1.126 -2.677
H -1.625 -1.726 -2.623
H -0.789 -1.547 3.000
H -1.742 -0.286 3.422
C -3.612 2.951 -8.397
C -2.288 2.107 -8.194
C -2.341 1.253 -6.887
O -1.022 0.919 -6.536
C -0.821 0.545 -5.178
N -2.130 1.462 -9.499
H -4.533 2.376 -8.304
H -3.717 3.373 -9.397
H -3.593 3.915 -7.889
H -1.480 2.838 -8.179
H -2.904 0.338 -7.068
H -2.752 1.826 -6.056
H -0.976 -0.522 -5.020
H -1.488 1.086 -4.506
H 0.175 0.837 -4.847
H -2.818 0.766 -9.748
H -1.243 0.982 -9.555

No. 2
136
Properties=species:S:1:pos:R:3 method="wB97M-V/def2-TZVPD" total_charge=0 de_lowest_ev=4.000 homo_ev=-8.46 smiles=COC[C@H](C)N.COC[C@H](C)N.COC[C@H](C)N.COC[C@H](C)N.COC[C@H](C)N.COC[C@H](C)N.COC[C@H](C)N.COC[C@H](C)N lumo_ha=0.0188 molar_mass_g_mol=713.1
C 11.622 -2.700 8.844
C 11.181 -3.216 7.481
C 9.721 -2.789 7.172
O 9.138 -3.486 6.097
C 9.408 -2.939 4.777
N 12.144 -2.875 6.462
H 10.931 -3.071 9.602
H 11.642 -1.612 8.899
H 12.590 -3.045 9.207
H 11.267 -4.298 7.579
H 9.651 -1.714 7.008
H 9.034 -3.102 7.959
H 8.853 -3.500 4.026
H 10.449 -3.146 4.527
H 9.308 -1.864 4.623
H 11.841 -3.063 5.517
H 12.315 -1.881 6.421
C 16.835 2.368 3.319
C 16.521 2.497 4.790
C 15.013 2.808 5.013
O 14.824 4.071 4.460
C 13.626 4.854 4.820
N 16.874 1.215 5.351
H 16.342 1.526 2.834
H 17.876 2.059 3.224
H 16.698 3.308 2.783
H 17.064 3.351 5.194
H 14.798 2.833 6.081
H 14.385 2.117 4.450
H 12.720 4.468 4.355
H 13.870 5.894 4.601
H 13.456 4.817 5.897
H 16.482 1.181 6.281
H 17.882 1.202 5.406
C 11.959 6.114 10.806
C 10.495 5.750 10.570
C 10.260 5.632 9.027
O 8.951 5.327 8.777
C 8.048 6.350 9.026
N 10.247 4.574 11.343
H 12.730 5.404 10.507
H 12.104 6.211 11.882
H 12.247 7.097 10.434
H 9.814 6.478 11.011
H 10.820 4.882 8.468
H 10.523 6.592 8.584
H 7.845 6.644 10.056
H 7.082 5.971 8.694
H 8.288 7.232 8.431
H 10.855 3.852 10.985
H 9.337 4.249 11.049
C 10.341 0.691 9.809
C 11.532 1.424 9.293
C 11.324 2.025 7.864
O 11.197 0.884 6.995
C 10.740 1.179 5.682
N 11.885 2.403 10.350
H 9.539 1.429 9.785
H 10.441 0.161 10.756
H 10.071 -0.081 9.088
H 12.346 0.699 9.310
H 12.149 2.662 7.547
H 10.430 2.631 7.722
H 11.232 2.098 5.362
H 9.668 1.110 5.499
H 11.258 0.436 5.075
H 12.199 1.983 11.213
H 12.753 2.765 9.982
C 12.319 4.216 15.922
C 11.945 4.051 14.526
C 11.244 2.763 14.109
O 12.175 1.708 14.166
C 11.941 0.444 13.492
N 11.008 5.083 14.120
H 13.199 3.613 16.149
H 11.458 3.924 16.522
H 12.710 5.227 16.037
H 12.869 4.064 13.948
H 10.781 2.856 13.127
H 10.444 2.551 14.818
H 11.955 0.514 12.404
H 10.940 0.107 13.761
H 12.679 -0.257 13.882
H 10.157 4.832 14.605
H 10.767 4.915 13.154
C 12.304 6.678 1.983
C 10.829 6.592 1.718
C 9.933 6.292 2.978
O 10.368 5.098 3.575
C 9.471 4.794 4.625
N 10.401 7.865 1.192
H 12.508 7.389 2.784
H 12.929 6.939 1.129
H 12.626 5.670 2.243
H 10.786 5.841 0.930
H 8.911 6.204 2.608
H 9.915 7.154 3.645
H 10.027 4.024 5.160
H 8.519 4.440 4.231
H 9.377 5.657 5.284
H 10.565 7.742 0.203
H 9.392 7.901 1.216
C 8.016 -4.339 1.067
C 7.310 -3.075 0.754
C 8.212 -1.823 0.668
O 8.505 -1.452 2.027
C 8.594 -0.081 2.308
N 6.621 -3.356 -0.496
H 8.742 -4.256 1.876
H 8.685 -4.740 0.307
H 7.271 -5.084 1.346
H 6.527 -3.005 1.510
H 7.668 -1.012 0.184
H 9.139 -1.999 0.121
H 8.929 -0.009 3.343
H 7.596 0.352 2.240
H 9.169 0.437 1.541
H 7.283 -3.925 -1.005
H 5.839 -3.955 -0.272
C 15.921 1.965 11.336
C 15.760 2.061 9.841
C 15.439 0.773 9.048
O 15.127 1.055 7.729
C 14.570 -0.168 7.141
N 14.634 2.982 9.644
H 16.009 2.945 11.806
H 16.755 1.368 11.705
H 15.052 1.442 11.735
H 16.632 2.600 9.469
H 14.625 0.285 9.585
H 16.301 0.118 9.171
H 15.334 -0.910 6.908
H 14.162 0.052 6.155
H 13.721 -0.538 7.716
H 14.970 3.924 9.782
H 14.580 2.771 8.658